20
Properties=species:S:1:pos:R:3:forces:R:3 method="wB97M-V/def2-TZVPD" total_charge=0 gap_ev=10.1 spin_multiplicity=1 e_above_lowest_kcal_mol=34.44
H 0.8613 1.3860 -2.7535 -0.15 -0.17 -0.12
N 1.0479 0.6639 -2.0562 -0.17 0.81 2.00
C 0.1998 0.7732 -1.0703 0.47 -3.20 -3.52
N -1.0030 1.4288 -1.2910 -0.44 0.29 1.17
C 0.2989 -0.3030 0.0844 0.03 0.64 0.02
C 1.7243 -0.8629 0.2007 0.24 0.10 -0.33
C -0.7028 -1.4394 -0.1387 -0.14 0.11 -0.08
C 0.0378 0.5885 1.2659 -0.14 3.11 -1.71
C -0.8588 0.5731 2.2468 0.59 -0.33 0.10
H -1.7127 1.3046 -0.5754 0.19 0.13 -0.19
H -1.3672 1.3668 -2.2330 0.24 0.08 0.26
H 1.8074 -1.5460 1.0536 -0.21 0.10 -0.13
H 2.0082 -1.3893 -0.7159 -0.10 0.07 0.16
H 2.4622 -0.0670 0.3476 -0.19 -0.04 -0.04
H -0.6469 -2.1719 0.6737 0.09 0.10 -0.11
H -1.7360 -1.0796 -0.1776 0.12 0.03 0.02
H -0.4932 -1.9453 -1.0874 0.05 0.03 0.19
H 0.4680 1.6252 0.8264 -0.44 -1.81 2.52
H -0.9544 1.4115 2.9309 -0.10 -0.06 -0.21
H -1.4408 -0.3172 2.4688 0.08 0.01 0.01

64
Properties=species:S:1:pos:R:3:forces:R:3 method="wB97M-V/def2-TZVPD" total_charge=+2 gap_ev="7.3 / 5.8" spin_multiplicity=5
Mn -0.0249 0.5047 0.0027 -4.19 0.86 0.12
C -0.4889 0.5122 4.2798 0.02 -0.02 0.07
C 0.8434 0.5092 4.6506 -0.07 -0.02 0.02
C 1.8133 0.4463 3.6608 0.17 -0.04 -0.02
C 1.4199 0.3977 2.3392 0.26 -0.06 0.02
N 0.1144 0.4104 1.9736 0.77 -0.04 0.91
C -0.8080 0.4592 2.9343 -0.08 -0.04 -0.11
C 2.3842 0.3472 1.2000 0.03 -0.10 -0.27
C 3.7647 0.4334 1.2253 0.09 0.00 0.08
C 4.4409 0.4616 0.0085 0.01 0.00 0.01
C 3.7633 0.4301 -1.2071 0.09 0.01 -0.09
C 2.3833 0.3398 -1.1806 0.04 -0.12 0.27
N 1.7697 0.2639 0.0102 2.18 0.18 -0.01
C 1.4209 0.3785 -2.3213 0.25 -0.07 -0.03
C 1.8180 0.4361 -3.6414 0.16 -0.02 0.01
C 0.8513 0.5010 -4.6338 -0.08 -0.02 -0.02
C -0.4832 0.4958 -4.2688 0.03 -0.02 -0.08
C -0.8071 0.4273 -2.9259 -0.08 -0.05 0.12
N 0.1130 0.3770 -1.9620 0.81 -0.07 -0.91
H -1.2778 0.5450 5.0175 0.00 0.01 -0.01
H 1.1236 0.5444 5.6947 0.02 0.00 -0.01
H 2.8632 0.4223 3.9177 -0.01 0.03 0.02
H -1.8408 0.4421 2.6123 0.01 0.04 -0.04
H 4.3134 0.4976 2.1540 0.00 0.01 -0.01
H 5.5201 0.5394 0.0077 0.00 -0.02 0.00
H 4.3116 0.4938 -2.1361 0.00 0.00 0.00
H 2.8685 0.4236 -3.8961 -0.01 0.02 -0.02
H 1.1352 0.5465 -5.6765 0.02 0.00 0.01
H -1.2689 0.5375 -5.0094 0.00 -0.01 0.01
H -1.8405 0.4007 -2.6063 0.01 0.04 0.04
N -2.3640 2.9138 -0.0529 0.06 -0.12 -0.04
C -2.8760 1.6245 -0.0176 0.17 0.18 0.01
C -4.2752 1.5228 -0.0027 -0.11 0.06 -0.01
C -4.8721 0.2913 0.0550 0.03 0.01 -0.01
C -4.0558 -0.8395 0.0862 -0.01 -0.01 -0.01
C -2.7005 -0.6583 0.0542 -0.02 -0.06 -0.02
N -2.0820 0.5511 0.0054 -0.63 -0.10 0.02
C -1.0836 3.4496 -0.0262 -0.11 -0.11 0.01
C -1.0078 4.8502 -0.0040 -0.09 0.08 -0.01
C 0.2155 5.4631 0.0481 0.01 -0.06 -0.01
C 1.3579 4.6619 0.0611 0.02 0.05 0.00
C 1.1953 3.3046 0.0172 0.06 0.00 -0.02
N -0.0026 2.6710 -0.0210 0.07 0.72 0.03
H -3.0831 3.6200 -0.0629 0.03 -0.03 0.00
H -4.8720 2.4252 -0.0381 0.01 -0.01 0.02
H -5.9499 0.2023 0.0744 0.01 0.02 -0.01
H -4.4652 -1.8380 0.1310 0.00 0.01 0.00
H -2.0519 -1.5234 0.0696 0.09 0.04 0.04
H -1.9199 5.4327 -0.0274 0.02 0.00 0.03
H 0.2891 6.5419 0.0745 -0.01 -0.01 0.00
H 2.3506 5.0856 0.0999 -0.01 0.01 -0.01
H 2.0802 2.6827 0.0032 -0.08 -0.10 0.03
F -0.3194 -8.2125 -0.0809 -0.01 0.16 -0.01
C -0.1717 -6.9057 -0.0737 -0.02 -0.20 -0.01
C 0.3580 -6.2697 -1.1923 0.04 -0.06 -0.10
F 0.6918 -6.9846 -2.2547 0.00 0.03 0.04
C 0.5278 -4.9042 -1.1732 -0.02 0.02 0.09
F 1.0365 -4.3083 -2.2418 0.01 -0.03 0.02
C 0.1663 -4.1437 -0.0481 0.08 0.32 0.08
Se 0.4421 -2.3026 -0.0195 -0.01 -1.22 -0.24
C -0.3819 -4.8146 1.0569 -0.01 0.05 -0.06
F -0.7514 -4.1262 2.1308 0.02 -0.06 -0.03
C -0.5513 -6.1793 1.0511 -0.06 -0.05 0.13
F -1.0694 -6.8079 2.0945 0.03 0.02 -0.03

15
Properties=species:S:1:pos:R:3:forces:R:3 method="wB97M-V/def2-TZVPD" total_charge=0 smiles=COC[C@](C)(F)Cl gap_ev=10.9 spin_multiplicity=1 e_above_lowest_kcal_mol=57.48
C 1.9661 -1.4725 -0.5403 1.26 1.73 -2.85
O 0.5791 -1.4812 -0.8622 0.22 -1.92 1.49
C 0.0244 -0.2662 -1.1713 0.01 -0.35 -0.24
C -0.3577 0.6239 0.0594 0.49 0.77 -2.32
C -1.3071 1.7113 -0.5533 0.48 -1.43 -1.92
F 0.9727 1.1729 0.4356 -2.48 -0.47 0.01
Cl -1.0567 -0.2033 1.3963 0.08 -0.23 0.44
H 2.3677 -1.2533 0.4696 -1.13 0.01 -0.19
H 2.4751 -2.4424 -0.8894 -1.02 1.49 0.25
H 2.1908 -0.5129 -1.2437 1.38 -2.34 1.63
H 0.8803 0.3647 -1.5464 -1.20 -0.20 -0.81
H -0.8134 -0.5717 -1.9279 1.29 1.33 1.54
H -1.9911 1.1159 -1.4118 1.50 1.70 2.75
H -0.5481 2.2862 -1.2367 -1.85 -0.11 1.65
H -1.9381 2.1836 0.2597 0.96 0.02 -1.45